Record 1
{"formula": "C27H64ClN7O7PS", "method": "wB97M-V/def2-TZVPD", "elements": ["H", "H", "H", "C", "H", "H", "H", "C", "H", "Cl", "H", "H", "H", "O", "H", "H", "C", "C", "H", "C", "P", "O", "H", "C", "O", "C", "H", "H", "C", "H", "H", "C", "H", "H", "C", "C", "H", "C", "H", "C", "H", "H", "H", "O", "N", "H", "N", "H", "H", "H", "H", "H", "C", "H", "H", "H", "N", "H", "H", "C", "C", "N", "H", "C", "H", "C", "H", "H", "H", "H", "N", "H", "C", "O", "S", "H", "O", "H", "C", "C", "H", "C", "H", "H", "H", "H", "C", "H", "H", "H", "O", "C", "H", "C", "H", "N", "H", "H", "H", "H", "H", "H", "H", "N", "C", "H", "C", "H"], "positions_angstrom": [[2.22, 4.56, -7.71], [0.88, -9.84, 1.99], [-7.27, 4.87, 5.21], [-0.50, 2.27, 3.74], [0.39, 0.48, 5.56], [1.66, 3.39, 3.04], [2.37, -9.11, 2.63], [-0.33, -7.42, 1.74], [-3.32, -0.78, 4.11], [-1.47, 1.53, -8.24], [1.88, 0.18, 4.63], [-1.75, -1.62, -1.19], [1.26, -3.81, 2.70], [-2.18, -2.04, 6.36], [-7.59, 4.32, 6.86], [3.93, 0.72, -4.77], [-6.91, 4.91, 6.24], [5.74, -2.03, -3.87], [-1.57, -1.91, 1.19], [-4.50, 5.25, 6.84], [1.20, 0.42, -3.81], [0.93, 5.33, -5.46], [1.45, -0.36, -5.02], [1.92, 2.44, 3.50], [-1.53, 1.71, 4.08], [7.15, -2.86, -5.69], [-1.48, 1.04, -2.55], [4.99, -2.66, -3.40], [-0.46, 2.54, -7.14], [2.69, -7.36, 0.77], [0.50, 2.71, -4.39], [-5.33, 3.13, 5.96], [3.00, 7.72, -8.25], [4.13, 7.67, -6.88], [1.44, 6.36, -5.85], [3.00, 5.12, -7.18], [-4.32, 0.61, 4.60], [-3.57, -0.10, 4.93], [2.56, 8.47, -6.71], [0.53, -3.47, 1.95], [-0.47, -6.45, 1.25], [1.02, 1.24, -2.62], [0.05, 3.30, -7.74], [-1.25, -8.13, 2.08], [0.97, -7.74, 1.92], [-4.71, 5.58, 7.85], [0.72, 1.76, 3.92], [-1.41, -2.77, 4.35], [-4.39, 6.14, 6.20], [0.29, -0.30, 3.99], [-1.74, -4.46, 3.92], [3.34, 4.50, -6.35], [1.29, -9.01, 2.56], [-0.09, -3.95, 4.35], [3.83, 5.30, -7.86], [-3.88, -2.33, 7.45], [-0.71, -3.35, 2.45], [2.01, -0.50, -3.02], [2.58, 2.64, 4.35], [2.05, -6.87, 1.50], [-1.01, -3.65, 3.84], [2.48, 6.39, -6.71], [2.65, -6.57, 2.36], [-5.45, -0.56, 6.49], [-1.89, -3.58, 0.73], [-1.51, -0.56, -1.20], [3.95, -2.03, -5.64], [4.63, -3.39, -6.57], [2.47, 1.85, 2.76], [1.63, -5.97, 1.04], [-4.10, -0.86, 6.06], [0.85, -9.05, 3.56], [0.23, 1.74, -4.81], [0.84, -3.26, 0.79], [3.17, 1.66, -4.20], [-2.65, 0.43, 5.20], [-6.18, 2.37, 5.53], [7.93, -2.85, -4.91], [-1.79, -2.90, 1.58], [-3.35, -1.79, 6.65], [5.05, -1.74, -7.00], [4.83, -2.40, -6.17], [-6.92, 5.94, 6.59], [-1.54, 0.01, -0.27], [-0.50, 3.25, 3.24], [0.55, 0.70, -6.66], [3.08, 7.62, -7.16], [-5.72, -1.19, 7.34], [-2.71, -2.87, 2.15], [6.68, -2.11, -3.31], [7.38, -3.22, -6.83], [0.53, 1.73, -6.30], [-4.27, 2.82, 6.06], [-0.39, -0.66, -3.43], [-3.56, 4.70, 6.84], [5.96, -2.44, -5.25], [1.10, 7.36, -5.53], [-0.03, -1.61, -3.04], [-6.17, -0.73, 5.68], [-0.85, 1.58, -4.68], [1.52, 2.16, -6.46], [5.40, -0.99, -3.84], [-1.18, 3.06, -6.51], [-5.56, 4.40, 6.34], [-1.16, 0.02, -2.36], [-0.93, -0.77, -4.37], [0.83, 0.45, 4.56], [-5.52, 0.48, 6.78]], "mulliken_charge": [0.126, 0.282, 0.298, 0.092, 0.297, 0.286, 0.387, 0.119, 0.125, -0.279, 0.365, 0.229, 0.356, -0.582, 0.289, -0.057, -0.953, -0.782, 0.201, -0.898, 0.482, -0.514, -0.181, -0.941, -0.603, 0.134, 0.301, 0.308, -0.364, 0.336, 0.339, 0.296, 0.326, 0.328, 0.086, -0.806, 0.404, -0.875, 0.287, -0.103, 0.316, -0.008, 0.142, -0.633, 0.114, 0.335, 0.165, 0.288, 0.339, 0.243, 0.336, 0.327, -0.957, 0.329, 0.386, 0.241, 0.532, 0.004, 0.334, -0.878, -0.979, 0.151, 0.315, -0.717, 0.325, -0.869, 0.353, 0.305, 0.347, 0.261, 0.230, 0.300, -1.403, -0.625, -0.486, 0.345, -0.632, 0.248, -1.057, 0.063, 0.283, -0.937, 0.386, 0.115, 0.248, 0.459, -0.938, 0.297, 0.415, 0.282, -0.610, -0.313, 0.173, -0.970, 0.300, 0.121, 0.219, 0.431, 0.304, 0.527, 0.099, 0.288, 0.353, 0.090, 0.196, 0.319, -0.894, 0.180], "e_homo_ev": -4.02, "lumo_energy_ev": 1.713, "charge": -1}

Record 2
{"formula": "C15H30N12SV", "method": "wB97M-V/def2-TZVPD", "elements": ["N", "H", "N", "N", "H", "V", "N", "N", "C", "H", "H", "C", "H", "C", "H", "N", "H", "N", "H", "H", "H", "N", "S", "H", "H", "C", "C", "H", "N", "C", "C", "H", "H", "H", "C", "H", "H", "C", "C", "H", "H", "H", "H", "H", "C", "C", "N", "C", "C", "H", "H", "H", "N", "C", "H", "N", "H", "H", "H"], "positions_angstrom": [[-5.12, -1.46, -1.36], [0.53, -1.14, 2.09], [-0.08, 2.78, 0.09], [2.01, 1.58, 1.36], [2.03, 1.66, -2.39], [0.29, 0.67, 0.16], [-1.53, -5.10, 0.58], [-3.08, -0.58, -1.93], [-0.93, 0.27, -2.49], [2.65, 0.26, 2.88], [-0.92, -0.48, 2.30], [-4.04, -0.82, -0.99], [2.15, -0.56, -1.32], [1.15, 1.21, -2.83], [-0.05, 3.26, 2.14], [0.18, 0.82, -1.98], [-1.08, 2.98, 0.00], [-3.93, -0.40, 0.27], [0.33, 3.14, -0.77], [4.14, 1.36, 1.37], [2.46, 3.52, 2.17], [0.05, -0.24, 2.10], [-0.40, -2.77, 0.13], [-0.11, 1.46, 3.32], [2.31, 1.87, 3.45], [0.58, 0.63, 3.18], [-0.10, 0.46, -4.72], [1.49, -4.72, -0.38], [-2.74, 0.68, 1.87], [1.96, 1.10, 2.78], [-0.42, -4.47, 0.22], [-2.35, -4.57, 0.82], [4.08, -0.68, -0.12], [-1.59, -6.11, 0.63], [1.95, 3.07, 1.31], [-0.20, 0.32, -5.78], [3.41, 1.66, -0.21], [3.28, 1.12, 0.73], [0.50, 3.52, 1.24], [-2.15, 1.49, 2.05], [-5.24, -1.73, -2.33], [-5.87, -1.60, -0.71], [-3.60, 0.65, 2.39], [3.17, -0.96, 1.36], [-2.81, 0.20, 0.61], [3.20, -0.36, 0.45], [-1.73, 0.34, -0.22], [-1.11, 0.07, -3.85], [-1.99, -0.04, -1.50], [1.59, -1.56, -0.16], [1.85, 1.39, -4.84], [0.63, 0.10, 4.14], [0.66, -5.18, -0.07], [1.05, 1.05, -4.20], [0.66, -6.19, -0.04], [1.95, -0.60, -0.32], [-2.02, -0.38, -4.20], [0.43, 4.60, 1.10], [2.47, 3.41, 0.42]], "mulliken_charge": [-0.285, 0.301, -0.227, 0.705, 0.405, -0.051, -0.354, -0.601, 0.824, 0.383, 0.357, 0.291, 0.389, 0.090, 0.251, 0.588, 0.332, -0.630, 0.289, 0.345, 0.382, -0.141, -0.550, 0.308, 0.313, -0.643, -0.575, 0.164, -0.289, -0.957, 0.709, 0.192, 0.490, 0.216, -0.949, 0.491, 0.428, -0.808, -0.576, 0.088, 0.267, 0.279, 0.305, 0.362, 0.215, -0.773, 0.730, -0.747, -0.288, -0.113, 0.484, 0.478, -0.343, -1.053, 0.213, -0.250, 0.591, 0.501, 0.449], "e_homo_ev": [-16.84, -16.84], "lumo_energy_ev": [-9.739, -9.227], "charge": 3, "multiplicity": 3}